2 unconnected molecules or ions with the total composition C15H5Cl6F3NO in a non-equilibrium geometry, computed with ωB97M-V/def2-TZVPD.

F_max   3.022 eV/A
Multiplicity   1
Charge   -1
HOMO   -0.1376 hartree
Energy   -3765.3795 Ha

Geometry (Å):
Cl (-0.08358, -2.76754, 4.14533)
C (-0.42075, -4.50865, 5.31854)
Cl (-1.97083, -4.25167, 6.14614)
C (-0.60773, -5.65326, 4.33742)
O (-1.54897, -5.63031, 3.56547)
C (0.34029, -6.77689, 4.39957)
Cl (0.08337, -8.02378, 3.29441)
C (1.36428, -6.84177, 5.32039)
Cl (2.38610, -8.20607, 5.41096)
C (1.52961, -5.77810, 6.25855)
Cl (2.76118, -5.90795, 7.43423)
C (0.68049, -4.67211, 6.26781)
Cl (0.85217, -3.46135, 7.44577)
F (2.32518, -1.22428, -3.03821)
C (1.11464, -1.65256, -2.56632)
F (0.16289, -1.18581, -3.42973)
F (1.11145, -3.02494, -2.67328)
C (0.86312, -1.22506, -1.14867)
C (-0.44287, -1.02731, -0.71226)
C (-0.67647, -0.69751, 0.61188)
C (0.39766, -0.60050, 1.54364)
C (0.17247, -0.37767, 2.92963)
C (1.21592, -0.00455, 3.76829)
N (2.01633, 0.36355, 4.55287)
C (1.72223, -0.73274, 1.03966)
C (1.94478, -1.06832, -0.28747)
H (-1.26462, -1.13075, -1.41030)
H (-1.69138, -0.48363, 0.95059)
H (-0.85135, -0.33256, 3.30640)
H (2.57707, -0.56317, 1.70172)
H (2.95431, -1.20400, -0.65287)

Cartesian forces (eV/Å) of the 6 atoms listed first:
Cl 0.0 -0.9 0.6
C 0.1 0.0 -0.5
Cl 0.3 0.2 -0.2
C -0.7 0.7 -0.3
O 0.6 -0.3 0.3
C 1.2 0.2 0.9